1.
Here is a 9-piece molecular cluster, C12H44N2O11 overall from OMol25. Energies are from the ωB97M-V functional and the def2-TZVPD basis.

For the relative energy (zero: lowest compared OMol25 entry of this formula, charge and spin), the calculation gives 0.148 eV. The HOMO energy is -8.819 eV. For the LUMO energy, the calculation gives 0.2 eV. The value obtained for the molecular weight is 392.49 g/mol. The value obtained for the total energy is -1420.6811 hartree.

XYZ file:
```
69
C12H44N2O11 the ωB97M-V functional and the def2-TZVPD basis
C 7.052 -30.929 5.479
O 6.002 -31.395 6.310
C 5.781 -30.565 7.432
C 4.712 -31.228 8.301
N 3.465 -31.335 7.560
C 2.447 -32.004 8.355
C 1.328 -32.535 7.462
O 1.882 -33.141 6.330
C 0.974 -33.285 5.269
H 7.960 -30.780 6.068
H 6.746 -29.938 5.108
H 7.108 -31.578 4.614
H 5.417 -29.595 7.084
H 6.690 -30.479 8.026
H 4.598 -30.585 9.176
H 5.113 -32.207 8.592
H 3.633 -31.848 6.701
H 2.079 -31.324 9.129
H 2.852 -32.831 8.964
H 0.677 -31.687 7.207
H 0.679 -33.233 8.006
H 1.461 -33.875 4.497
H 0.673 -32.309 4.871
H 0.058 -33.809 5.569
C 6.967 -25.937 11.403
O 7.264 -26.222 12.746
C 7.928 -27.456 12.910
C 7.986 -27.732 14.396
N 6.608 -27.995 14.879
C 6.584 -28.397 16.278
C 7.074 -27.323 17.258
O 6.520 -26.077 16.906
C 6.486 -25.172 17.974
H 6.212 -26.633 11.028
H 7.848 -25.963 10.751
H 6.596 -24.918 11.291
H 8.937 -27.314 12.502
H 7.453 -28.306 12.414
H 8.284 -26.812 14.909
H 8.694 -28.529 14.614
H 6.118 -27.105 14.868
H 7.143 -29.320 16.441
H 5.553 -28.597 16.593
H 8.168 -27.244 17.200
H 6.843 -27.575 18.297
H 6.265 -24.164 17.624
H 7.455 -25.143 18.483
H 5.691 -25.412 18.690
O 5.370 -23.553 9.046
H 4.838 -23.094 8.387
H 5.572 -24.413 8.647
O 8.686 -27.951 8.318
H 9.498 -28.303 7.936
H 8.419 -28.597 8.998
O 4.915 -28.797 11.759
H 4.342 -28.019 11.803
H 4.899 -29.162 12.654
O 4.952 -27.376 8.664
H 5.838 -27.013 8.517
H 5.044 -27.926 9.451
O 7.336 -25.489 8.076
H 8.028 -26.173 7.980
H 7.627 -24.762 7.514
O 2.364 -28.755 8.223
H 2.751 -29.606 7.902
H 3.113 -28.143 8.260
O 7.166 -29.490 10.214
H 7.557 -30.221 10.708
H 6.455 -29.143 10.799
```

---

2.
Here is a 10-piece molecular cluster, C12H44O16 overall from OMol25. Energies are from the ωB97M-V functional and the def2-TZVPD basis.

For the relative energy (zero: lowest compared OMol25 entry of this formula, charge and spin), the calculation gives 0.781 eV. The HOMO energy is -9.615 eV. For the LUMO energy, the calculation gives 0.4 eV. The value obtained for the molecular weight is 444.47 g/mol. The value obtained for the total energy is -1687.3536 hartree.

XYZ file:
```
72
C12H44O16 the ωB97M-V functional and the def2-TZVPD basis
O -12.024 13.078 6.091
C -12.533 12.680 7.339
C -13.160 11.322 7.256
O -13.980 11.354 6.053
H -12.745 13.005 5.449
H -11.749 12.682 8.011
H -13.278 13.391 7.730
H -13.797 11.178 8.134
H -12.368 10.524 7.139
H -14.787 10.980 6.422
O -11.538 6.814 5.731
C -10.191 7.332 5.672
C -9.283 6.477 4.740
O -9.195 6.836 3.348
H -11.941 7.007 4.858
H -10.280 8.352 5.247
H -9.727 7.479 6.654
H -9.657 5.458 4.767
H -8.272 6.525 5.157
H -10.038 6.667 2.985
O -14.519 11.783 2.835
C -14.160 13.128 2.659
C -15.048 14.006 3.592
O -14.456 13.925 4.870
H -13.750 11.230 2.578
H -13.168 13.276 3.027
H -14.284 13.404 1.627
H -16.131 13.709 3.673
H -14.993 15.074 3.319
H -15.242 13.857 5.458
O -16.581 9.218 1.325
C -17.666 9.117 2.202
C -18.170 10.505 2.708
O -17.225 11.236 3.548
H -15.779 9.685 1.627
H -18.495 8.661 1.635
H -17.451 8.570 3.114
H -18.928 10.297 3.416
H -18.500 11.124 1.882
H -16.357 11.379 3.100
O -16.798 7.734 5.448
C -17.397 7.815 6.722
C -17.409 9.286 7.162
O -16.072 9.887 7.323
H -16.053 8.323 5.454
H -18.370 7.431 6.483
H -17.006 7.104 7.517
H -17.882 9.373 8.133
H -17.815 9.944 6.393
H -15.384 9.243 7.684
O -12.191 7.688 2.498
C -12.858 6.938 1.457
C -14.018 6.144 2.037
O -14.909 7.126 2.615
H -12.884 8.316 2.771
H -13.170 7.596 0.616
H -12.081 6.283 1.091
H -13.711 5.441 2.824
H -14.498 5.513 1.287
H -15.791 6.784 2.398
O -11.858 10.681 3.037
H -11.237 11.065 3.681
H -11.302 10.181 2.446
O -17.173 12.834 6.030
H -16.783 12.345 6.709
H -17.295 12.283 5.234
O -13.975 7.890 7.574
H -13.480 7.837 6.799
H -13.428 7.394 8.217
O -14.210 9.012 4.751
H -14.088 9.986 4.907
H -14.648 8.850 3.923
```

---

Question: Among the records above, which one has the lowest HOMO energy?
Answer: C12H44O16